Entry 1:
103
Properties=species:S:1:pos:R:3:forces:R:3 method="wB97M-V/def2-TZVPD" charge=-1 relative_energy_kj_mol=83.1 homo_lumo_gap_ha=0.2451 lumo_energy_ha=0.08651 e_tot_ha=-8845.999065
Br -3.442734 -1.787727 -2.197927 -0.06 0.07 0.14
Ge 0.490632 -3.519334 -2.081037 0.11 -0.42 -0.17
Sc -0.392303 -0.175547 -0.335589 0.43 0.02 0.51
P -1.776451 1.762346 -2.364254 -0.72 0.41 -0.51
P 0.241540 2.838662 0.127671 0.21 0.74 0.26
F 5.554258 0.284803 -4.969152 -0.36 0.17 0.20
F -4.770705 2.705535 0.888137 0.20 -0.13 0.25
F 5.065526 -0.614187 -2.543142 -0.24 0.09 -0.17
F -1.492145 1.156095 4.986336 -0.19 0.03 -0.13
F -3.766465 2.316104 5.502554 0.01 -0.01 -0.37
F 1.659158 2.969600 -4.903147 0.16 -0.31 0.13
F 0.951208 1.865877 -2.482364 0.69 0.03 -0.63
F -2.453750 1.437075 0.290130 -0.19 0.04 0.42
F -5.487245 3.153007 3.531462 0.19 -0.15 -0.12
F 3.899367 2.077837 -6.229957 -0.08 -0.06 0.27
N -0.762580 0.556258 2.145420 0.84 -0.38 -0.59
N 2.443673 0.075092 -1.261864 -0.45 -0.07 0.81
N 1.797298 -0.277227 1.364229 -0.14 -0.34 -0.04
C 2.597117 -1.327863 0.737352 0.15 -0.04 -0.41
C -4.246763 -1.092053 -0.608514 -0.30 -0.03 -0.59
C -1.056713 -4.728405 -2.454458 0.36 0.47 0.11
C 2.895800 0.514042 -2.409877 0.32 0.19 -0.64
C 4.115677 0.190904 -3.105263 -0.21 0.00 0.20
C -2.269991 1.461934 3.909361 0.17 0.01 -0.18
C -5.537123 -0.646195 -0.714054 0.24 -0.11 -0.13
C 2.104005 1.469734 -3.121322 -0.14 -0.11 0.34
C -1.750208 3.530921 -1.800240 0.20 -0.15 0.17
C -1.854567 1.162079 2.569781 -0.74 0.37 0.22
C -2.154312 -1.568481 0.677588 0.15 -0.06 0.44
C 4.414935 0.681327 -4.355955 -0.02 0.29 -0.41
C -6.238412 -0.297368 0.445751 -0.06 0.07 0.29
C -0.957678 3.954036 -0.730468 -0.02 -0.20 -0.01
C -3.551796 -1.219841 0.610181 0.14 -0.01 0.09
C 1.270962 -0.780522 2.626992 -0.45 0.07 0.20
C -2.643832 5.778144 -1.999852 -0.06 -0.03 -0.10
C -4.337020 2.512474 3.213113 0.05 0.00 0.08
C -5.673126 -0.531117 1.667650 -0.17 -0.01 -0.06
C 3.584489 1.594807 -5.000642 0.14 -0.02 0.03
C -3.458484 2.091611 4.206830 -0.27 0.14 -0.06
C -3.970660 2.289346 1.889059 -0.13 0.18 0.01
C 0.049727 3.551974 1.837270 0.01 -0.37 -0.10
C 2.433364 2.014346 -4.336623 0.10 0.07 -0.27
C -2.789947 1.648336 1.610818 0.34 -0.11 0.01
C 1.839796 -3.838427 -3.534874 -0.41 0.15 0.42
C 0.131445 0.074672 3.183964 0.12 -0.01 -0.12
C -1.052252 5.275544 -0.294852 -0.11 0.15 -0.08
C 3.276474 -0.863170 -0.548629 0.03 0.13 -0.01
C 1.790540 3.791657 -0.289867 -0.05 -0.38 -0.13
C 1.315190 -4.428309 -0.483613 -0.24 0.43 -0.31
C -1.362303 2.016750 -4.154003 0.23 -0.24 0.31
C 0.058573 -1.585032 -2.091103 0.05 -0.29 0.30
C -3.607646 1.568988 -2.575590 0.22 -0.11 0.19
C -1.829214 -2.148961 1.901180 0.06 -0.20 -0.81
C -2.659348 -2.132322 3.034182 -0.17 0.07 0.25
C 2.635283 0.889792 1.608107 -0.12 0.19 -0.15
C -4.364731 -1.043272 1.774835 0.22 -0.10 -0.20
C -2.562275 4.470363 -2.436260 0.01 0.06 -0.14
C -1.890761 6.180725 -0.910996 0.00 0.04 0.06
C -3.847796 -1.458937 3.016437 0.17 -0.26 0.12
H -1.955238 7.195293 -0.545502 -0.01 0.09 0.04
H 2.690922 -3.179086 -3.384902 0.14 0.12 0.04
H -1.626069 -4.407630 -3.318383 -0.12 0.12 -0.22
H 0.432345 2.843119 2.563534 0.01 -0.10 0.10
H 3.482148 -1.751945 -1.160665 0.12 -0.08 0.18
H -0.411142 -0.550943 3.905576 0.20 0.06 0.03
H -6.236917 -0.375876 2.579134 -0.02 0.08 0.03
H 0.919495 -1.173524 -2.632710 -0.04 0.10 0.19
H 2.473640 3.741570 0.557717 0.01 -0.04 0.01
H -0.475552 5.614008 0.551970 0.10 0.00 0.02
H -0.867496 -2.640060 2.018716 0.12 0.20 0.04
H 2.068154 1.630937 2.162616 0.00 0.07 0.09
H 0.899975 -1.793758 2.458281 0.09 0.04 -0.06
H 2.382254 -4.234000 -0.416766 0.15 0.08 0.02
H -1.002785 3.712558 2.055005 -0.06 0.01 0.06
H -4.055695 1.254450 -1.637275 -0.04 -0.01 -0.03
H 2.288138 3.370337 -1.158984 0.04 -0.03 -0.06
H 1.546153 4.834713 -0.493416 0.00 -0.03 0.08
H -0.550569 2.730080 -4.248417 0.04 -0.01 -0.01
H -1.033078 1.065374 -4.569245 0.02 -0.06 -0.08
H -3.139534 4.185646 -3.303702 -0.07 -0.06 -0.03
H -0.702687 -5.739065 -2.636705 0.16 -0.15 -0.02
H -7.235013 0.109115 0.364927 -0.13 -0.01 0.01
H 4.248566 -0.411572 -0.299626 -0.03 -0.15 0.04
H 3.536359 0.629635 2.188431 -0.11 -0.06 -0.02
H 1.411988 -3.608349 -4.507684 -0.08 0.03 -0.12
H -2.220310 2.370773 -4.720459 -0.14 0.03 0.05
H -3.304341 6.476167 -2.496559 0.01 0.02 -0.06
H 2.926279 1.307985 0.648429 0.07 0.07 0.01
H 3.379887 -1.689627 1.428610 -0.16 -0.04 0.01
H -0.760537 -1.547165 -2.822004 -0.16 0.00 0.19
H -4.421319 -1.296876 3.919521 -0.09 -0.06 0.04
H 0.844779 -4.129304 0.450440 -0.08 0.04 0.12
H 2.201673 -4.863540 -3.544735 -0.01 -0.17 0.03
H 0.599933 4.482930 1.953638 -0.01 0.10 -0.08
H -6.017738 -0.591819 -1.680189 0.02 0.00 -0.05
H -3.774992 0.801168 -3.330726 -0.02 -0.03 0.10
H -1.728957 -4.750390 -1.603802 -0.13 0.04 0.19
H -4.096432 2.486882 -2.892840 0.11 0.05 -0.06
H 0.560622 0.917224 3.747644 -0.01 -0.10 0.06
H 1.929214 -2.159080 0.510713 -0.03 -0.05 0.09
H 2.069853 -0.843444 3.391944 -0.10 -0.07 -0.18
H 1.179444 -5.503493 -0.590987 -0.06 -0.07 -0.12
H -2.314499 -2.589386 3.951808 0.08 0.01 0.12

=====

Entry 2:
102
Properties=species:S:1:pos:R:3:forces:R:3 method="wB97M-V/def2-TZVPD" charge=+1 s_squared=0.76 multiplicity=2 homo_lumo_gap_ha="0.2914 / 0.2530" lumo_energy_ha="-0.06698 / -0.13307" e_tot_ha=-10474.595717
Te 1.777173 -1.783570 2.669565 0.53 -0.29 0.06
As 3.985469 -4.586593 -3.142145 -0.18 0.03 -0.06
As 1.731930 0.096549 -1.383925 0.59 -0.08 -0.41
As -1.141370 -2.001083 -0.742237 -0.12 -0.89 0.00
Zn -0.282965 0.274965 0.077280 0.07 -0.11 -1.32
O -1.257555 1.484730 -1.320830 -0.12 0.24 0.12
O -1.597345 0.862582 1.492247 -0.13 0.21 0.37
N 0.231811 -0.298751 1.919433 0.13 -0.11 0.60
N -3.442802 1.118785 -0.778976 0.05 -0.02 -0.06
N -2.726260 3.193282 -1.477787 0.02 0.12 0.04
C 4.565531 -1.012081 1.923101 -0.05 -0.09 -0.01
C 4.586751 -4.488704 5.830893 -0.02 -0.04 -0.06
C -1.833471 0.971728 6.469890 -0.03 0.01 0.06
C -0.903754 -0.463751 4.784359 -0.01 0.01 -0.09
C 4.096115 -3.246479 6.208711 0.01 -0.02 -0.04
C 3.259687 -4.810863 2.298434 -0.01 0.00 0.16
C 4.297305 -4.947676 4.552342 0.03 0.02 0.05
C 3.527697 -4.211127 3.659245 -0.02 0.02 -0.14
C 5.405863 -5.333490 6.765465 -0.01 0.01 -0.02
C 3.045630 -2.961636 4.064294 -0.23 0.09 0.00
C -1.224987 -0.221623 6.110430 -0.03 -0.06 0.01
C -2.116074 1.927686 5.504245 0.00 -0.04 -0.01
C 0.392455 -3.228439 -0.956436 0.02 0.12 0.03
C 4.547108 1.665083 2.574033 0.07 -0.07 -0.04
C -1.803920 1.682349 4.177095 0.00 -0.02 0.01
C 2.181262 1.611494 3.357293 0.02 -0.02 0.01
C 3.468703 0.942812 -1.091834 -0.17 0.09 0.18
C 2.366783 -4.205145 -2.018544 0.15 -0.06 0.00
C 3.325827 -2.477425 5.343821 -0.12 0.21 0.00
C 3.085412 -5.047131 -4.830181 0.02 0.06 -0.04
C -2.420543 1.924481 -1.166151 0.00 0.00 -0.24
C 2.831748 -1.127775 5.796000 0.09 -0.11 0.00
C 1.402813 0.746042 -3.195761 -0.16 -0.07 0.10
C -1.733568 4.165517 -1.900863 0.05 -0.06 0.02
C 5.703950 1.086910 2.081019 -0.01 0.05 0.01
C -0.825391 0.308760 2.379065 -0.05 -0.07 0.37
C 3.378520 0.924060 2.763416 -0.11 -0.02 0.03
C 1.493111 -2.935118 -1.995392 -0.17 0.17 -0.18
C 5.716476 -0.262385 1.760343 0.08 -0.03 -0.02
C -1.925934 -2.920457 0.792246 0.01 0.14 0.11
C 2.395274 -1.755904 -1.596056 -0.10 0.08 0.12
C 3.399208 -0.431479 2.419622 -0.14 0.19 -0.05
C 4.714307 -2.856629 -3.748045 -0.04 -0.05 0.00
C -2.426951 -2.658938 -2.075575 0.15 0.30 0.03
C -1.186593 0.487710 3.810007 -0.04 0.04 0.04
C 0.853561 -2.692707 -3.363284 0.14 0.02 0.14
H 4.135336 -5.352142 1.939237 -0.01 0.00 0.00
H -1.329576 4.719625 -1.052084 0.00 0.00 -0.02
H 1.617139 -2.537801 -4.126641 -0.05 0.04 -0.02
H -2.467166 -3.746473 -2.039009 0.06 0.00 0.03
H 4.126069 0.786411 -1.946886 -0.10 -0.10 -0.05
H -3.648439 3.535129 -1.271257 -0.04 -0.06 -0.02
H -1.333173 -2.713262 1.682552 0.01 0.02 -0.02
H 5.520946 -3.099700 -4.440105 -0.01 -0.02 -0.01
H -2.938291 -2.553306 0.961431 0.01 0.01 -0.01
H -0.457196 -1.406904 4.496850 0.02 0.00 0.05
H 4.679768 -5.914108 4.239620 0.00 0.00 -0.02
H -2.171471 -2.332229 -3.080838 0.03 0.00 0.01
H -4.318107 1.528812 -0.500539 0.01 0.03 0.03
H 1.568211 0.914217 3.924095 -0.06 0.05 0.03
H -0.040613 -4.210534 -1.166653 -0.05 0.03 -0.01
H 3.315511 2.013472 -0.957454 -0.01 -0.01 -0.01
H 3.429465 -0.331700 5.344169 -0.03 0.02 0.00
H 4.313429 -2.866814 7.200780 -0.01 0.01 0.01
H -1.963466 -3.996172 0.623508 0.03 0.01 -0.08
H 3.828140 -5.436736 -5.525715 0.02 0.00 0.03
H 0.247597 -3.552421 -3.655594 -0.02 0.02 -0.05
H 0.356617 0.604394 -3.458996 0.02 -0.01 -0.02
H 3.194945 -1.672389 -2.331206 -0.03 0.07 0.11
H 5.148253 -2.299360 -2.918952 0.01 -0.02 0.00
H -2.585154 2.860841 5.786492 -0.02 0.00 -0.01
H 3.003586 -4.044859 1.569995 -0.01 -0.08 -0.13
H 0.836749 -3.286498 0.041692 0.00 0.01 0.01
H 5.504552 -4.866494 7.743638 0.01 0.00 0.00
H 3.939721 0.548413 -0.193618 -0.04 -0.03 0.02
H -2.033474 2.411169 3.412226 0.01 0.00 -0.02
H 0.213310 -1.806702 -3.331971 -0.02 -0.03 -0.11
H 4.549559 2.713661 2.846763 -0.02 0.00 0.01
H 1.553478 2.042832 2.575489 -0.05 0.00 0.03
H -0.921521 3.642602 -2.397701 -0.02 0.02 -0.02
H 4.943994 -6.312695 6.897426 0.01 -0.01 0.03
H 6.599732 1.682846 1.965229 0.00 0.01 -0.01
H 1.722572 -5.055316 -2.267944 0.03 -0.02 0.00
H 2.432499 -5.522852 2.354400 -0.02 0.03 -0.08
H -2.193784 4.861341 -2.598120 0.03 0.01 -0.01
H 3.986069 -2.240480 -4.276151 0.00 0.01 0.01
H 1.611686 1.815408 -3.190428 0.00 0.00 -0.01
H 4.586748 -2.069284 1.682792 -0.01 -0.01 0.02
H -3.407367 -2.256382 -1.821628 0.01 -0.01 0.00
H 2.347502 -5.830072 -4.658484 0.01 0.00 0.05
H 6.620951 -0.733022 1.397852 -0.01 0.00 -0.02
H -3.163631 0.310478 -0.249385 0.03 0.01 0.15
H 2.491353 2.415999 4.023720 0.04 0.00 -0.02
H 2.597370 -4.190797 -5.294416 -0.01 -0.01 0.03
H 2.043639 0.254414 -3.925763 0.05 -0.02 0.05
H -2.107893 1.147647 7.501683 0.07 0.03 0.01
H 2.858708 -1.977078 -0.627764 0.04 0.04 -0.01
H -1.005962 -0.967648 6.863132 -0.03 -0.02 0.00
H 2.714914 -4.391885 -0.999274 0.01 0.01 0.05
H 1.791722 -0.976921 5.501952 0.00 0.08 0.08
H 2.905783 -1.029155 6.877971 -0.02 0.02 0.00
H 6.405462 -5.497082 6.360308 0.02 0.00 0.02

=====

Entry 3:
68
Properties=species:S:1:pos:R:3:forces:R:3 method="wB97M-V/def2-TZVPD" charge=+3 s_squared=0.75 multiplicity=2 relative_energy_kj_mol=43.3 homo_lumo_gap_ha="0.1695 / 0.1282" lumo_energy_ha="-0.38252 / -0.42368" e_tot_ha=-1709.279189
Ru 0.959448 0.907448 0.006026 0.54 -0.42 -1.05
N -1.227796 -2.722591 -0.354067 -0.03 0.08 0.31
N -4.109722 -4.476403 -2.747380 0.07 0.01 0.15
N 0.058342 -0.948546 -0.364297 0.33 0.65 0.46
N -3.240170 -3.911595 -0.860213 0.10 -0.08 0.02
N 2.036790 0.690983 -1.764575 0.04 -0.09 -0.23
N -3.084688 -4.634586 -2.022182 -0.06 0.08 -0.10
N 1.512380 2.877356 0.034030 -0.15 0.41 0.18
N 2.824682 0.689407 0.752664 -0.32 0.05 0.26
N 0.424799 1.231414 1.957803 -0.24 -0.27 0.50
C 2.313798 5.489804 0.353064 -0.03 -0.01 0.00
C -6.919519 -2.345674 -1.609918 0.02 -0.02 -0.01
C -0.718520 1.748860 2.444490 0.38 -0.13 -0.15
C 0.058874 -1.525483 -1.638263 -0.09 0.01 -0.22
C 3.785019 0.252990 -3.847952 -0.01 0.00 -0.01
C 2.756985 3.152581 0.456554 -0.14 -0.01 0.00
C -0.917005 1.918420 3.796190 0.07 0.01 0.21
C -4.438473 -3.246467 -0.883073 -0.02 0.04 0.10
C 3.205174 0.044446 -1.545560 -0.15 0.07 -0.19
C 0.093882 1.539536 4.672564 -0.07 0.02 -0.02
C 2.656729 0.273014 2.181782 -0.04 -0.09 0.25
C -0.737878 -1.733774 0.398123 -0.31 -0.43 0.12
C 4.098060 -0.194030 -2.567458 0.04 0.00 -0.03
C -4.997127 -3.631731 -2.095936 -0.05 0.00 -0.10
C -2.154413 -3.834246 0.034168 0.00 0.06 0.00
C 1.744138 1.140060 -2.995131 0.12 -0.08 0.17
C 0.658211 3.882393 -0.229900 0.07 -0.17 0.00
C 2.598225 0.939743 -4.061781 0.06 -0.05 -0.04
C 3.427533 -0.372585 -0.113322 0.01 -0.13 -0.22
C 1.421080 0.882977 2.802189 -0.26 0.18 -0.06
C 3.189045 4.450692 0.640212 -0.08 0.08 -0.06
C 1.029162 5.201215 -0.097124 0.12 0.08 0.04
C -1.028491 -1.624519 1.855180 0.01 0.01 -0.02
C -0.739486 -2.609019 -1.635671 0.16 0.17 -0.14
C 1.279636 1.019047 4.168655 0.00 0.08 0.05
C -6.343710 -1.961563 -0.382152 0.04 -0.03 -0.02
C -5.095128 -2.399271 0.010915 -0.04 -0.03 -0.04
C 3.635734 1.956247 0.630047 0.05 0.16 -0.08
C -6.262601 -3.185320 -2.481303 -0.04 0.02 0.00
H -1.018925 -3.304731 -2.410903 0.01 -0.02 0.00
H 4.293902 2.059257 1.492322 -0.04 -0.08 0.03
H 0.797530 1.650751 -3.118766 -0.01 0.02 0.02
H -0.276206 -1.036813 2.367717 0.01 0.02 -0.03
H -7.905998 -1.978361 -1.855609 0.00 -0.01 -0.02
H 2.081924 0.727121 4.833737 0.01 0.01 0.00
H -1.026871 -2.613156 2.311264 -0.02 -0.01 -0.01
H -6.697888 -3.501686 -3.419022 -0.01 0.01 0.01
H 0.324739 5.986650 -0.331440 -0.01 0.00 0.00
H -1.578612 -4.755601 -0.019107 -0.05 -0.05 0.01
H 4.469176 0.072503 -4.666990 0.00 0.01 0.00
H -0.037678 1.654971 5.740749 0.01 0.00 -0.01
H 0.614176 -1.121410 -2.461147 -0.01 0.01 -0.01
H 2.330664 1.311466 -5.040952 0.01 -0.01 0.00
H 4.488240 -0.500582 0.112077 -0.02 0.03 0.06
H -1.476606 2.016264 1.719142 -0.02 -0.01 -0.01
H -0.337240 3.602735 -0.555383 -0.04 0.01 -0.02
H 2.907897 -1.307727 0.100501 0.03 -0.03 0.01
H 3.538556 0.555248 2.757435 0.04 -0.08 -0.04
H 2.586298 -0.816409 2.209118 -0.05 0.00 -0.05
H -6.911433 -1.317332 0.275863 0.01 0.00 0.01
H 5.025194 -0.717568 -2.374460 0.01 0.00 0.00
H -2.504901 -3.664178 1.047904 0.04 0.04 0.01
H 2.630208 6.516811 0.481855 -0.01 -0.01 0.00
H -2.007282 -1.174639 2.033787 0.00 0.01 -0.01
H -1.845387 2.338753 4.156647 0.00 -0.01 0.01
H 4.272691 1.863860 -0.251137 -0.01 -0.04 0.00
H -4.681259 -2.128873 0.974475 0.00 0.01 0.00
H 4.192086 4.651444 0.992922 0.01 -0.02 -0.01